{
  "formula": "C3H4LuO4",
  "method": "wB97M-V/def2-TZVPD",
  "relative_energy_ev": 1.031,
  "max_force_ha_per_bohr": 0.1334,
  "multiplicity": 2,
  "e_tot_ha": -1653.04212,
  "lumo_energy_ha": [-0.00451, -0.00452],
  "homo_ev": [-6.7, -7.3],
  "s_squared": 0.75,
  "symbols": ["H", "O", "C", "C", "H", "H", "O", "O", "O", "C", "Lu", "H"],
  "coordinates": [[-2.05, 0.71, 1.41], [1.01, -1.39, 0.39], [-3.48, -0.57, 0.47], [-2.15, 0.11, 0.49], [-3.54, -1.61, 0.11], [-4.71, 1.26, 0.89], [0.42, 0.73, 0.58], [-1.14, -0.89, 0.44], [-4.57, 0.13, 0.39], [0.14, -0.49, 0.47], [3.04, 0.13, 0.58], [-2.04, 0.79, -0.37]]
}